{
  "formula": "C27H30CsFN11O4",
  "method": "wB97M-V/def2-TZVPD",
  "species": ["Cs", "C", "C", "N", "C", "C", "C", "O", "O", "C", "O", "C", "C", "C", "F", "C", "C", "C", "N", "C", "C", "N", "C", "C", "H", "H", "H", "H", "H", "H", "H", "H", "H", "H", "H", "H", "H", "H", "H", "H", "H", "H", "N", "C", "N", "C", "N", "C", "C", "N", "C", "C", "N", "H", "H", "H", "H", "H", "C", "N", "C", "C", "C", "N", "C", "O", "N", "H", "H", "H", "H", "H", "H", "H"],
  "xyz": [[-2.002, -0.258, -2.701], [5.831, 0.066, -0.536], [5.065, -1.067, 0.133], [3.630, -0.803, 0.216], [2.800, -1.356, -0.727], [1.474, -1.141, -0.829], [0.613, -1.799, -1.907], [-0.088, -2.751, -1.534], [0.599, -1.200, -3.012], [0.842, -0.207, 0.078], [-0.338, 0.142, 0.041], [1.735, 0.342, 1.126], [1.167, 1.172, 2.100], [1.959, 1.680, 3.083], [1.435, 2.470, 4.061], [3.331, 1.411, 3.138], [3.899, 0.603, 2.183], [3.104, 0.040, 1.164], [4.146, 1.949, 4.194], [4.221, 3.402, 4.209], [5.348, 3.829, 5.127], [5.076, 3.277, 6.502], [4.914, 1.779, 6.486], [3.814, 1.418, 5.508], [6.892, -0.179, -0.595], [5.724, 1.003, 0.012], [5.458, 0.223, -1.548], [5.448, -1.275, 1.133], [5.186, -1.984, -0.440], [3.297, -2.014, -1.428], [0.105, 1.375, 2.041], [4.960, 0.416, 2.247], [3.282, 3.871, 4.543], [4.426, 3.762, 3.202], [5.422, 4.912, 5.212], [6.300, 3.413, 4.803], [4.214, 3.697, 6.859], [5.825, 3.541, 7.142], [4.680, 1.459, 7.500], [5.869, 1.361, 6.174], [2.849, 1.791, 5.883], [3.747, 0.333, 5.449], [-7.543, 0.149, -1.614], [-6.682, -0.395, -2.492], [-5.553, -0.663, -1.884], [-5.786, -0.284, -0.600], [-6.988, 0.217, -0.393], [-4.796, -0.476, 0.477], [-5.047, -0.064, 1.784], [-4.180, -0.288, 2.761], [-3.063, -0.928, 2.432], [-2.800, -1.325, 1.129], [-3.664, -1.091, 0.148], [-8.482, 0.477, -1.761], [-6.897, -0.547, -3.537], [-5.970, 0.444, 2.032], [-2.353, -1.125, 3.227], [-1.875, -1.819, 0.866], [-2.949, -0.585, -8.009], [-3.611, -1.338, -6.952], [-4.151, -2.558, -7.163], [-4.717, -3.265, -6.160], [-4.715, -2.652, -4.871], [-4.214, -1.452, -4.657], [-3.624, -0.768, -5.667], [-3.073, 0.313, -5.495], [-5.278, -3.268, -3.810], [-3.151, -1.064, -8.964], [-1.875, -0.548, -7.833], [-3.322, 0.436, -8.019], [-4.099, -2.932, -8.177], [-5.151, -4.238, -6.329], [-5.501, -4.246, -3.850], [-5.150, -2.823, -2.912]],
  "forces_ev_per_a": [[-0.4, 0.0, 0.2], [0.0, 0.0, 0.0], [0.0, 0.1, 0.0], [0.0, 0.0, 0.0], [0.0, -0.1, -0.1], [0.0, 0.1, 0.1], [-0.3, 0.3, -0.1], [0.0, 0.0, 0.0], [0.5, -0.2, 0.1], [0.1, 0.0, 0.2], [0.0, -0.1, -0.2], [-0.1, 0.0, 0.0], [0.0, -0.1, -0.1], [0.0, 0.0, 0.0], [0.0, 0.0, -0.1], [0.0, 0.1, 0.1], [0.0, 0.0, 0.0], [0.1, 0.0, 0.0], [0.0, -0.1, 0.0], [0.0, 0.0, 0.1], [0.0, 0.0, -0.1], [0.1, 0.0, 0.0], [-0.1, -0.1, 0.0], [0.0, 0.1, 0.0], [0.0, 0.0, 0.0], [0.0, 0.0, 0.0], [0.0, 0.0, 0.0], [0.0, 0.0, 0.0], [0.0, 0.0, 0.0], [0.0, 0.0, 0.0], [0.0, 0.0, 0.0], [0.0, 0.0, 0.0], [0.0, 0.0, 0.0], [0.0, 0.0, 0.0], [0.0, 0.0, 0.0], [0.0, 0.0, 0.0], [0.0, 0.0, 0.0], [0.0, 0.0, 0.0], [0.0, 0.0, 0.0], [0.0, 0.0, 0.0], [0.0, 0.0, 0.0], [0.0, 0.0, 0.0], [0.0, -0.1, -0.1], [0.0, 0.3, 0.1], [0.1, -0.3, 0.0], [-0.1, 0.0, 0.0], [0.1, 0.1, 0.1], [0.0, 0.0, 0.0], [-0.1, 0.0, -0.1], [0.1, 0.0, 0.1], [0.0, 0.0, 0.0], [0.0, 0.1, 0.0], [0.0, -0.1, 0.0], [0.0, 0.0, 0.0], [0.0, 0.0, 0.0], [0.0, 0.0, 0.0], [0.0, 0.0, 0.0], [0.0, 0.0, -0.1], [0.0, 0.0, 0.0], [-0.1, 0.0, 0.0], [0.0, 0.0, 0.0], [0.0, -0.1, 0.0], [-0.1, 0.1, 0.1], [0.0, -0.2, -0.1], [0.2, 0.1, 0.0], [0.0, 0.1, -0.2], [0.1, 0.0, 0.0], [0.0, 0.0, 0.0], [0.0, 0.0, 0.0], [0.0, 0.0, 0.0], [0.0, 0.0, 0.0], [0.0, 0.0, 0.0], [0.0, 0.0, 0.0], [0.0, 0.0, 0.0]],
  "mulliken_charge": [1.080, -1.023, -0.951, 0.114, 0.091, 0.393, -0.399, -0.631, -0.818, 1.219, -0.789, 0.527, -1.259, 0.647, -0.371, -1.402, -0.545, 0.399, 0.327, -0.454, -0.850, -0.147, -0.842, -0.476, 0.382, 0.305, 0.326, 0.392, 0.460, 0.395, 0.610, 0.371, 0.379, 0.425, 0.423, 0.357, 0.403, 0.350, 0.413, 0.361, 0.379, 0.435, 0.126, -0.202, -0.173, 0.046, -0.674, 0.475, -0.320, -0.654, -0.307, -0.225, -0.206, 0.185, 0.499, 0.466, 0.426, 0.491, -0.919, 0.079, 0.035, -0.972, 0.897, -0.257, 0.194, -0.693, -0.373, 0.311, 0.297, 0.302, 0.329, 0.364, 0.217, 0.231],
  "gap_ev": 6.2,
  "e_tot_ha": -2070.0544,
  "total_charge": 1,
  "relative_energy_kcal_mol": 0.00
}

{
  "formula": "C27H30NO2",
  "method": "wB97M-V/def2-TZVPD",
  "species": ["C", "C", "O", "N", "C", "C", "C", "C", "C", "C", "C", "C", "C", "C", "C", "C", "C", "O", "C", "C", "C", "C", "C", "C", "C", "C", "C", "C", "C", "C", "H", "H", "H", "H", "H", "H", "H", "H", "H", "H", "H", "H", "H", "H", "H", "H", "H", "H", "H", "H", "H", "H", "H", "H", "H", "H", "H", "H", "H", "H"],
  "xyz": [[3.132, -1.282, 2.504], [2.265, -0.154, 2.024], [2.701, 0.887, 1.552], [0.895, -0.434, 2.176], [-0.187, 0.324, 1.857], [-0.058, 1.633, 1.143], [-0.213, 1.942, -0.332], [0.257, 0.881, -1.312], [-0.625, -0.189, -1.519], [-0.470, -1.044, -2.613], [0.628, -0.861, -3.469], [1.583, 0.125, -3.188], [1.417, 0.956, -2.076], [0.298, 3.414, -0.612], [0.287, 4.384, 0.402], [0.595, 5.716, 0.143], [0.946, 6.094, -1.149], [1.421, 7.371, -1.409], [2.661, 7.720, -0.865], [3.822, 7.384, -1.566], [5.046, 7.461, -0.906], [5.110, 7.949, 0.399], [3.951, 8.375, 1.046], [2.715, 8.283, 0.408], [0.886, 5.176, -2.197], [0.602, 3.841, -1.913], [-1.452, -0.173, 2.646], [-2.535, 0.893, 2.772], [-1.180, -0.635, 4.102], [-1.983, -1.383, 1.878], [3.033, -1.487, 3.577], [2.922, -2.203, 1.952], [4.168, -1.006, 2.322], [0.746, -1.269, 2.741], [0.950, 1.980, 1.420], [-0.792, 2.277, 1.628], [-1.299, 2.032, -0.590], [-1.482, -0.303, -0.843], [-1.220, -1.824, -2.803], [0.712, -1.463, -4.381], [2.441, 0.271, -3.848], [2.160, 1.711, -1.837], [0.045, 4.103, 1.432], [0.584, 6.442, 0.949], [3.735, 7.021, -2.590], [5.947, 7.138, -1.431], [6.065, 7.993, 0.909], [3.999, 8.782, 2.058], [1.793, 8.598, 0.894], [1.122, 5.490, -3.210], [0.642, 3.118, -2.738], [-2.876, 1.267, 1.801], [-3.406, 0.458, 3.287], [-2.191, 1.738, 3.384], [-0.481, -1.478, 4.196], [-0.842, 0.184, 4.750], [-2.136, -1.002, 4.515], [-1.237, -2.187, 1.858], [-2.893, -1.779, 2.352], [-2.217, -1.102, 0.847]],
  "forces_ev_per_a": [[0.5, 0.0, 0.1], [2.3, 1.6, -1.2], [-1.1, -1.9, 0.8], [-2.2, 1.2, -0.9], [0.8, -1.1, 1.9], [0.4, 0.0, 1.7], [-0.5, 1.1, -1.8], [0.0, -0.6, 0.2], [0.0, 0.0, -0.5], [0.2, 0.0, 0.2], [-0.2, 0.1, -0.1], [-0.2, -0.3, 0.2], [0.0, 0.0, -0.2], [-0.2, -0.4, 0.2], [-0.1, -0.3, 0.0], [0.1, -0.3, -0.1], [0.6, 0.2, 0.0], [-0.5, 0.4, -0.4], [0.1, -0.6, 0.3], [-0.4, -0.1, 0.3], [0.0, 0.2, -0.2], [-0.2, -0.1, 0.0], [0.0, 0.2, -0.1], [0.1, -0.3, -0.2], [0.2, -0.2, 0.5], [-0.3, -0.2, -0.3], [0.0, 0.1, 0.0], [-0.2, 0.4, -0.2], [0.3, 0.0, 0.1], [-0.1, -0.3, -0.5], [-0.2, 0.1, -0.2], [-0.1, 0.1, 0.0], [-0.1, 0.0, 0.0], [-0.4, 0.3, -0.1], [-0.2, -0.1, 0.0], [0.0, -0.1, 0.2], [0.6, -0.2, 0.6], [0.2, 0.1, -0.5], [0.5, 0.4, 0.0], [0.0, 0.2, 0.5], [-0.3, -0.1, 0.3], [-0.1, 0.0, -0.2], [0.1, 0.2, -0.4], [0.1, -0.1, -0.1], [0.1, 0.0, 0.3], [-0.2, 0.2, 0.2], [-0.1, 0.0, 0.0], [0.0, -0.1, -0.3], [0.2, -0.1, -0.1], [0.0, 0.0, 0.2], [-0.2, 0.5, 0.4], [0.0, 0.0, 0.1], [0.3, 0.1, -0.2], [-0.1, -0.1, -0.2], [-0.1, 0.2, 0.0], [0.0, -0.2, -0.2], [0.4, 0.2, -0.3], [-0.2, 0.1, -0.1], [0.3, 0.2, -0.1], [-0.1, -0.2, 0.2]],
  "mulliken_charge": [-1.410, 0.706, -0.493, 0.161, 0.232, -2.091, 1.774, -0.101, -0.274, -0.756, -0.477, -0.814, -0.185, -0.101, -0.513, -0.851, 0.290, -0.502, 0.071, -0.363, -0.412, -0.494, -0.468, -0.105, -0.675, -0.427, 1.529, -2.012, -1.664, -1.369, 0.383, 0.374, 0.373, 0.387, 0.952, 0.544, 0.439, 0.230, 0.408, 0.383, 0.426, 0.667, 0.229, 0.365, 0.407, 0.354, 0.384, 0.367, 0.492, 0.496, 0.486, 0.364, 0.465, 0.472, 0.414, 0.390, 0.436, 0.335, 0.460, 0.309],
  "gap_ev": 5.9,
  "e_tot_ha": -1251.8115,
  "total_charge": 1,
  "relative_energy_kcal_mol": 0.00,
  "smiles": "CC(=O)/[NH+]=C(\\C[C@H](c1ccccc1)c1ccc(Oc2ccccc2)cc1)C(C)(C)C"
}

{
  "formula": "C27H31BN10O5Zr",
  "method": "wB97M-V/def2-TZVPD",
  "species": ["Zr", "C", "C", "C", "C", "N", "N", "B", "N", "C", "C", "C", "C", "N", "N", "C", "C", "C", "C", "N", "N", "C", "C", "C", "C", "N", "H", "H", "H", "H", "H", "H", "H", "H", "H", "H", "H", "H", "H", "H", "H", "H", "H", "H", "H", "H", "N", "C", "C", "O", "N", "C", "C", "O", "O", "H", "H", "H", "H", "H", "H", "O", "C", "O", "C", "C", "C", "C", "C", "C", "H", "H", "H", "H", "H"],
  "xyz": [[0.530, -0.516, -0.246], [0.925, -3.246, 2.590], [-0.269, -2.347, 2.504], [-1.509, -2.663, 3.042], [-2.318, -1.585, 2.761], [-1.595, -0.678, 2.099], [-0.314, -1.126, 1.923], [-1.978, 0.693, 1.485], [-2.281, 0.494, -0.028], [-3.500, 0.269, -0.521], [-3.399, 0.164, -1.891], [-2.049, 0.324, -2.182], [-1.475, 0.352, -3.560], [-1.357, 0.508, -1.034], [-0.739, 1.620, 1.639], [-0.599, 2.593, 2.542], [0.688, 3.074, 2.471], [1.314, 2.324, 1.481], [2.720, 2.556, 1.023], [0.443, 1.420, 0.982], [-3.173, 1.361, 2.118], [-3.674, 2.571, 1.744], [-4.813, 2.790, 2.464], [-4.955, 1.641, 3.280], [-6.035, 1.335, 4.268], [-3.970, 0.788, 3.062], [0.640, -4.141, 3.137], [1.749, -2.802, 3.153], [1.282, -3.572, 1.614], [-1.771, -3.552, 3.589], [-3.343, -1.378, 3.011], [-4.362, 0.235, 0.124], [-4.198, 0.027, -2.599], [-2.271, 0.603, -4.258], [-1.068, -0.617, -3.850], [-0.680, 1.086, -3.651], [-1.427, 2.886, 3.165], [1.119, 3.880, 3.039], [3.110, 3.422, 1.553], [2.762, 2.747, -0.045], [3.388, 1.721, 1.233], [-3.186, 3.174, 0.995], [-5.458, 3.652, 2.424], [-6.189, 2.174, 4.946], [-5.770, 0.456, 4.851], [-6.982, 1.143, 3.761], [2.465, -1.015, 1.084], [3.406, -1.971, 0.463], [2.652, -3.020, -0.344], [3.012, -4.162, -0.455], [1.530, -2.460, -0.967], [0.769, -3.228, -1.809], [-0.774, -3.177, -1.143], [-1.463, -4.102, -1.424], [-0.937, -2.111, -0.476], [2.233, -1.299, 2.027], [2.912, -0.107, 1.150], [4.023, -1.424, -0.252], [4.064, -2.457, 1.180], [0.512, -2.708, -2.740], [1.104, -4.249, -1.966], [0.996, -0.257, -2.454], [2.107, 0.309, -2.213], [2.358, 0.555, -0.984], [3.056, 0.643, -3.279], [4.252, 1.283, -2.963], [5.149, 1.592, -3.969], [4.850, 1.261, -5.286], [3.657, 0.622, -5.601], [2.755, 0.312, -4.598], [4.465, 1.533, -1.932], [6.080, 2.090, -3.734], [5.552, 1.501, -6.073], [3.432, 0.367, -6.628], [1.820, -0.184, -4.820]],
  "forces_ev_per_a": [[0.3, 0.0, -0.2], [0.0, 0.1, 0.0], [-0.1, 0.1, 0.1], [0.1, -0.1, 0.1], [-0.1, 0.1, -0.1], [0.0, 0.2, 0.1], [0.0, -0.4, -0.2], [0.1, 0.0, 0.1], [-0.1, 0.1, 0.2], [0.0, 0.1, -0.1], [-0.1, 0.0, -0.1], [0.0, 0.0, 0.0], [0.0, 0.0, 0.0], [-0.1, 0.0, -0.1], [0.1, -0.2, -0.1], [-0.1, 0.0, 0.0], [0.0, 0.1, 0.0], [0.0, 0.0, 0.0], [-0.1, 0.0, -0.1], [0.1, 0.2, 0.2], [0.0, -0.1, 0.0], [0.0, -0.1, 0.0], [0.0, 0.0, 0.1], [0.0, 0.0, 0.0], [0.1, 0.0, -0.1], [0.0, 0.1, 0.0], [0.0, 0.0, 0.0], [0.0, 0.0, 0.0], [0.0, 0.0, 0.0], [0.0, 0.0, 0.0], [0.0, 0.0, 0.0], [0.0, 0.0, 0.0], [0.0, 0.0, 0.0], [0.0, 0.0, 0.0], [0.0, 0.0, 0.0], [0.0, 0.0, 0.0], [0.0, 0.0, 0.0], [0.0, 0.0, 0.0], [0.0, 0.0, 0.0], [0.0, 0.0, 0.0], [0.0, 0.0, 0.0], [0.0, 0.0, 0.0], [0.0, 0.0, 0.0], [0.0, 0.0, 0.0], [0.0, 0.0, 0.0], [0.0, 0.0, 0.0], [0.1, 0.1, 0.0], [-0.1, -0.1, -0.2], [0.0, 0.3, 0.2], [0.0, -0.1, -0.1], [0.2, 0.2, 0.3], [0.2, -0.1, -0.1], [0.1, 0.2, 0.1], [-0.1, -0.1, 0.1], [0.1, -0.2, -0.5], [0.0, 0.0, 0.1], [0.0, 0.0, 0.1], [0.0, 0.0, 0.0], [0.0, 0.0, 0.0], [0.0, 0.0, 0.0], [0.0, 0.0, 0.0], [-0.1, 0.0, 0.1], [-0.4, -0.1, 0.0], [-0.1, -0.2, 0.0], [0.0, 0.0, 0.0], [0.0, 0.0, 0.0], [0.0, 0.0, 0.0], [0.0, 0.0, 0.0], [0.0, 0.0, 0.0], [0.0, 0.0, 0.0], [0.0, 0.0, 0.0], [0.0, 0.0, 0.0], [0.0, 0.0, 0.0], [0.0, 0.0, 0.0], [0.0, 0.0, 0.0]],
  "lowdin_spin": [0.005, 0.001, 0.000, 0.000, 0.000, 0.001, 0.001, 0.000, 0.001, 0.000, 0.000, 0.000, 0.000, 0.001, 0.000, 0.000, 0.000, 0.000, 0.000, 0.000, 0.000, 0.000, 0.000, 0.000, 0.000, 0.000, 0.000, 0.000, 0.000, 0.000, 0.000, 0.000, 0.000, 0.000, 0.000, 0.000, 0.000, 0.000, 0.000, 0.000, 0.000, 0.000, 0.000, 0.000, 0.000, 0.000, 0.003, 0.001, 0.029, 0.101, 0.315, 0.136, 0.098, 0.223, 0.043, 0.000, 0.000, 0.000, 0.001, 0.030, 0.001, 0.004, 0.002, 0.004, 0.000, 0.000, 0.000, 0.000, 0.000, 0.000, 0.000, 0.000, 0.000, 0.000, 0.000],
  "gap_ev": [8.3, 5.6],
  "e_tot_ha": -2043.2671,
  "total_charge": 1,
  "relative_energy_kcal_mol": 0.00,
  "multiplicity": 2
}